1.
The following is a DFT calculation (wB97M-V/def2-TZVPD) of C49H56BrMnN2O3PS as an isolated structure.

Values from the calculation:
**LUMO (spin up / spin down)**: 0.33 / 0.32 eV
**Energy above the lowest of the compared OMol25 structures with the same formula, charge and spin**: 0.0 kJ/mol
**E**: -6700.6169 a.u.
**Gap between HOMO and LUMO (spin up / spin down)**: 7.45 / 7.24 eV
**HOMO energy (spin up / spin down)**: -7.1 / -6.9 eV
**2S+1**: 2

Geometry as XYZ:
```
114
C49H56BrMnN2O3PS wB97M-V/def2-TZVPD
Mn -0.34 -0.26 0.35
C 6.10 1.93 3.19
C 6.13 1.79 1.66
C 6.27 3.19 1.05
C 7.35 0.94 1.28
C 4.86 1.12 1.13
C 3.83 0.68 1.95
C 2.72 0.10 1.38
Br 1.31 -0.46 2.55
C 2.52 -0.10 0.00
O 1.42 -0.62 -0.48
C 3.59 0.33 -0.83
C 4.70 0.92 -0.25
C 3.51 0.10 -2.34
C 4.72 0.65 -3.10
C 2.27 0.80 -2.90
C 3.46 -1.42 -2.61
H 7.02 2.42 3.52
H 6.04 0.96 3.68
H 5.26 2.54 3.52
H 7.18 3.67 1.42
H 5.42 3.82 1.32
H 6.33 3.15 -0.04
H 8.27 1.41 1.65
H 7.44 0.84 0.20
H 7.27 -0.06 1.71
H 3.87 0.79 3.03
H 5.50 1.25 -0.89
H 4.84 1.73 -2.96
H 4.59 0.46 -4.16
H 5.65 0.16 -2.79
H 2.37 1.88 -2.78
H 1.36 0.48 -2.39
H 2.16 0.59 -3.97
H 4.39 -1.88 -2.29
H 3.34 -1.61 -3.68
H 2.64 -1.89 -2.08
C 0.04 -2.06 -3.17
C -0.12 -3.47 -2.67
C 0.29 -4.52 -3.48
C 0.11 -5.84 -3.11
C -0.50 -6.13 -1.90
C -0.91 -5.09 -1.07
C -0.71 -3.76 -1.43
P -1.31 -2.38 -0.35
C -2.04 -3.29 1.07
C -3.40 -3.29 1.34
C -3.91 -3.84 2.51
C -3.04 -4.40 3.43
C -1.67 -4.40 3.17
C -1.15 -3.85 2.00
C 0.33 -3.89 1.77
C -2.72 -1.77 -1.34
C -3.74 -2.59 -1.82
C -4.81 -2.04 -2.51
C -4.84 -0.67 -2.74
C -3.79 0.13 -2.32
C -2.69 -0.40 -1.63
C -1.51 0.42 -1.23
H 0.77 -2.02 -3.98
H 0.38 -1.41 -2.37
H -0.91 -1.68 -3.55
H 0.76 -4.30 -4.44
H 0.44 -6.65 -3.76
H -0.66 -7.15 -1.59
H -1.39 -5.33 -0.14
H -4.09 -2.82 0.65
H -4.97 -3.83 2.70
H -3.41 -4.84 4.35
H -0.99 -4.84 3.89
H 0.86 -4.14 2.69
H 0.71 -2.94 1.41
H 0.60 -4.64 1.02
H -3.71 -3.66 -1.65
H -5.61 -2.67 -2.87
H -5.67 -0.22 -3.28
H -3.79 1.19 -2.55
H -1.84 1.47 -1.16
H -0.79 0.42 -2.06
C -4.39 6.30 0.64
C -3.15 5.46 0.43
C -2.76 4.53 1.38
C -1.65 3.72 1.18
C -0.93 3.86 0.01
C -1.30 4.77 -0.96
C -2.41 5.58 -0.74
S 0.42 2.73 -0.30
C 1.78 3.73 0.27
O 0.31 1.69 0.79
H -4.56 6.48 1.70
H -5.27 5.78 0.25
H -4.31 7.26 0.13
H -3.34 4.42 2.30
H -1.35 2.98 1.91
H -0.75 4.84 -1.89
H -2.70 6.30 -1.49
H 1.59 4.01 1.31
H 1.88 4.60 -0.37
H 2.68 3.10 0.20
N -5.55 1.55 0.36
C -5.43 1.33 1.70
O -6.23 1.76 2.51
C -4.23 0.55 2.12
C -4.24 -0.12 3.33
C -3.12 -0.85 3.70
C -2.04 -0.88 2.84
N -2.01 -0.22 1.67
C -3.09 0.49 1.34
H -6.40 1.99 0.06
H -5.04 0.99 -0.31
H -5.12 -0.06 3.96
H -3.09 -1.41 4.62
H -1.17 -1.48 3.07
H -3.01 1.05 0.42
```

=====

2.
The following is a DFT calculation (wB97M-V/def2-TZVPD) of C49H56CsF2Ge2N6OS as an isolated structure.

Values from the calculation:
**LUMO**: 1.95 eV
**Energy above the lowest of the compared OMol25 structures with the same formula, charge and spin**: 72.6 kJ/mol
**Net charge**: -1
**E**: -7076.4886 a.u.
**Gap between HOMO and LUMO**: 5.94 eV
**HOMO energy**: -4.0 eV
**2S+1**: 1

Geometry as XYZ:
```
118
C49H56CsF2Ge2N6OS wB97M-V/def2-TZVPD
Cs -0.80 -1.03 -0.54
F -3.01 1.05 -5.37
C -3.26 0.96 -4.03
C -2.24 1.08 -3.12
C -2.44 0.95 -1.74
C -3.78 0.70 -1.33
C -4.79 0.66 -2.28
F -6.11 0.49 -1.94
C -4.57 0.77 -3.64
C -4.03 0.45 0.13
C -5.30 0.40 0.73
C -5.41 0.13 2.08
C -4.27 -0.09 2.84
C -3.06 -0.01 2.18
N -2.93 0.24 0.88
H -1.24 1.29 -3.52
H -5.39 0.71 -4.35
H -6.19 0.58 0.15
H -6.39 0.09 2.54
H -4.32 -0.31 3.90
H -2.12 -0.15 2.72
C 1.34 -7.37 -1.88
C 1.09 -6.40 -3.03
N 1.65 -5.07 -2.78
C 2.98 -4.83 -3.32
C 2.94 -4.36 -4.77
C 0.98 -4.16 -2.01
S 1.64 -2.61 -1.74
N -0.22 -4.61 -1.60
C -0.86 -4.14 -0.52
O -0.44 -3.36 0.35
C -2.25 -4.72 -0.35
C -2.52 -6.01 -0.80
C -3.76 -6.59 -0.55
C -4.74 -5.88 0.12
C -4.48 -4.59 0.56
C -3.23 -4.02 0.34
H 0.97 -8.36 -2.13
H 0.83 -7.01 -0.99
H 2.41 -7.44 -1.66
H 0.02 -6.30 -3.21
H 1.56 -6.77 -3.95
H 3.55 -5.76 -3.23
H 3.46 -4.08 -2.70
H 2.53 -5.12 -5.43
H 3.95 -4.11 -5.12
H 2.32 -3.46 -4.84
H -1.75 -6.55 -1.34
H -3.97 -7.60 -0.90
H -5.71 -6.33 0.31
H -5.24 -4.02 1.08
H -3.02 -3.02 0.70
N 0.19 1.57 4.38
C 0.46 0.20 4.25
C 0.68 -0.56 5.41
C 0.96 -1.90 5.27
C 1.00 -2.48 4.01
C 0.77 -1.64 2.93
N 0.52 -0.33 3.04
C -0.25 2.50 3.44
C -0.19 3.86 3.78
C -0.65 4.78 2.87
C -1.16 4.35 1.65
C -1.17 2.99 1.40
N -0.73 2.08 2.28
H 0.40 1.95 5.29
H 0.63 -0.09 6.39
H 1.13 -2.51 6.16
H 1.19 -3.53 3.85
H 0.80 -2.00 1.91
H 0.22 4.16 4.74
H -0.61 5.84 3.11
H -1.52 5.05 0.91
H -1.55 2.59 0.46
C 3.21 0.01 -3.94
C 2.11 1.04 -3.65
Ge 2.30 2.02 -1.95
C 0.88 3.38 -1.96
C 1.23 4.61 -1.12
C 4.09 2.84 -1.95
C 4.70 2.50 -0.79
Ge 3.37 1.36 0.15
C 4.03 -0.45 0.53
C 4.86 -1.06 -0.61
C 2.73 2.10 1.85
C 3.84 2.33 2.87
C 6.07 2.89 -0.37
C 6.74 2.13 0.58
C 8.03 2.45 0.99
C 8.67 3.56 0.46
C 8.00 4.34 -0.49
C 6.72 4.00 -0.89
H 3.21 -0.27 -5.00
H 3.05 -0.90 -3.36
H 4.20 0.40 -3.69
H 1.11 0.61 -3.71
H 2.15 1.85 -4.38
H -0.05 2.91 -1.62
H 0.74 3.65 -3.01
H 1.22 4.38 -0.05
H 0.51 5.43 -1.28
H 2.23 5.00 -1.35
H 4.58 3.44 -2.72
H 3.16 -1.07 0.76
H 4.62 -0.38 1.45
H 4.22 -1.33 -1.45
H 5.37 -1.97 -0.29
H 5.62 -0.35 -0.97
H 2.00 1.38 2.22
H 2.18 3.03 1.66
H 4.39 1.41 3.08
H 3.44 2.69 3.82
H 4.57 3.07 2.52
H 6.25 1.26 1.01
H 8.53 1.84 1.73
H 9.67 3.83 0.77
H 8.48 5.21 -0.91
H 6.20 4.63 -1.62
```

=====

3.
The following is a DFT calculation (wB97M-V/def2-TZVPD) of C49H56CsN6OSTe as an isolated structure.

Values from the calculation:
**LUMO (spin up / spin down)**: 3.45 / 3.45 eV
**Energy above the lowest of the compared OMol25 structures with the same formula, charge and spin**: 0.0 kJ/mol
**Net charge**: -2
**E**: -2990.7097 a.u.
**Gap between HOMO and LUMO (spin up / spin down)**: 3.15 / 4.59 eV
**HOMO energy (spin up / spin down)**: 0.3 / -1.1 eV
**2S+1**: 2

Geometry as XYZ:
```
115
C49H56CsN6OSTe wB97M-V/def2-TZVPD
Cs 0.00 -0.48 -0.79
O -0.87 -0.13 -2.99
N -1.57 -0.47 -4.02
C -1.65 0.40 -5.08
C -2.41 0.09 -6.15
C -3.09 -1.12 -6.23
C -2.95 -2.01 -5.09
C -2.13 -1.75 -3.99
S -1.94 -2.86 -2.80
H -1.03 1.24 -4.95
H -2.51 0.80 -6.99
H -3.79 -1.37 -7.03
H -3.52 -2.93 -5.12
C -1.06 3.46 0.75
C -1.79 4.47 1.55
C -1.71 5.82 1.17
C -2.43 6.77 1.86
C -3.08 6.42 3.03
C -3.22 5.12 3.50
C -3.91 4.82 4.81
C -2.55 4.12 2.70
N -2.67 2.80 2.97
C -3.40 1.77 3.00
C -2.99 0.59 3.88
C -4.56 1.49 2.08
C -5.43 2.66 1.65
N -4.78 0.28 1.66
C -5.38 -0.27 0.53
C -6.22 -1.44 0.76
C -6.51 -1.86 2.15
C -6.59 -2.20 -0.33
C -6.30 -1.72 -1.61
C -5.65 -0.57 -1.84
C -5.13 0.18 -0.77
C -4.24 1.35 -1.07
H 0.05 3.58 0.83
H -1.29 3.55 -0.36
H -1.31 2.42 1.06
H -1.08 6.04 0.28
H -2.50 7.81 1.58
H -3.55 7.16 3.66
H -4.09 3.74 4.88
H -4.86 5.38 4.92
H -3.29 4.99 5.70
H -2.88 -0.27 3.22
H -3.86 0.27 4.50
H -2.15 0.89 4.54
H -5.65 3.28 2.55
H -6.34 2.33 1.17
H -4.88 3.33 0.95
H -6.81 -2.91 2.13
H -7.27 -1.29 2.69
H -5.55 -1.71 2.73
H -7.15 -3.17 -0.24
H -6.61 -2.35 -2.49
H -5.49 -0.30 -2.88
H -3.46 1.03 -1.85
H -3.68 1.67 -0.18
H -4.75 2.19 -1.53
C 6.47 -3.06 -1.06
C 7.39 -1.91 -1.01
C 8.72 -2.14 -0.64
C 9.68 -1.12 -0.66
C 9.31 0.20 -1.02
C 7.98 0.47 -1.38
C 7.01 -0.59 -1.42
N 5.67 -0.25 -1.79
C 4.54 -0.35 -0.99
N 4.80 -0.23 0.39
C 3.95 -0.29 1.49
C 2.72 -0.94 1.39
C 1.95 -0.95 2.50
C 2.41 -0.47 3.72
C 3.66 0.08 3.83
C 4.46 0.21 2.73
C 5.79 0.98 2.76
N 3.31 -0.55 -1.41
C 2.99 -0.67 -2.76
C 3.13 0.50 -3.57
C 2.70 0.55 -4.88
C 2.16 -0.61 -5.44
C 2.02 -1.78 -4.68
C 2.38 -1.83 -3.34
C 2.18 -3.18 -2.62
H 6.87 -3.83 -0.35
H 6.33 -3.52 -2.08
H 5.46 -2.79 -0.62
H 8.91 -3.14 -0.31
H 10.74 -1.31 -0.46
H 10.01 1.04 -0.90
H 7.59 1.51 -1.53
H 5.54 0.15 -2.69
H 5.76 -0.02 0.56
H 0.95 -1.43 2.40
H 1.73 -0.56 4.55
H 3.95 0.52 4.79
H 5.99 1.42 3.73
H 5.74 1.81 2.05
H 6.68 0.41 2.46
H 3.46 1.46 -3.09
H 2.69 1.51 -5.34
H 1.80 -0.64 -6.51
H 1.61 -2.68 -5.15
H 1.09 -3.43 -2.62
H 2.60 -3.06 -1.60
H 2.72 -3.97 -3.16
C -2.52 -4.64 3.87
Te -1.65 -3.81 2.09
C 0.29 -4.83 2.05
H -1.84 -5.35 4.36
H -3.40 -5.16 3.53
H -2.80 -3.86 4.59
H 0.20 -5.74 1.46
H 0.57 -5.08 3.09
H 1.04 -4.19 1.58
```

=====

4.
The following is a DFT calculation (wB97M-V/def2-TZVPD) of C49H57BrCdF4O4PSSe as an isolated structure.

Values from the calculation:
**LUMO (spin up / spin down)**: 2.13 / 2.13 eV
**Energy above the lowest of the compared OMol25 structures with the same formula, charge and spin**: 1006.3 kJ/mol
**Net charge**: -1
**E**: -8483.8036 a.u.
**Gap between HOMO and LUMO (spin up / spin down)**: 5.15 / 5.15 eV
**HOMO energy (spin up / spin down)**: -3.0 / -3.0 eV
**2S+1**: 1

Geometry as XYZ:
```
119
C49H57BrCdF4O4PSSe wB97M-V/def2-TZVPD
Cd 13.23 12.51 12.59
C 19.35 9.40 16.35
C 18.03 8.62 16.52
C 18.36 7.11 16.44
C 17.43 8.90 17.91
C 17.03 9.08 15.43
C 16.63 10.43 15.39
C 15.74 10.86 14.42
Se 15.07 12.61 14.21
C 15.92 12.78 12.36
C 17.23 13.25 12.49
C 18.09 13.41 11.40
C 17.60 13.09 10.12
C 16.29 12.60 9.89
C 15.43 12.43 11.02
O 14.18 11.89 10.78
C 15.93 12.28 8.40
C 16.07 13.56 7.55
C 14.49 11.75 8.17
C 16.89 11.18 7.87
C 19.54 13.89 11.65
C 20.26 12.89 12.58
C 20.38 14.00 10.35
C 19.52 15.29 12.30
C 15.22 10.02 13.49
O 14.39 10.62 12.63
C 15.56 8.65 13.47
C 16.48 8.20 14.46
C 14.96 7.70 12.40
C 15.44 6.23 12.55
C 15.36 8.17 10.99
C 13.42 7.68 12.53
H 20.09 9.09 17.12
H 19.20 10.49 16.46
H 19.79 9.20 15.35
H 19.08 6.83 17.24
H 18.82 6.85 15.46
H 17.44 6.50 16.58
H 18.14 8.58 18.71
H 16.48 8.34 18.05
H 17.23 9.98 18.07
H 17.01 11.16 16.10
H 17.59 13.48 13.48
H 18.26 13.20 9.28
H 15.38 14.34 7.92
H 15.83 13.35 6.48
H 17.10 13.97 7.57
H 13.73 12.50 8.48
H 14.32 10.78 8.68
H 14.32 11.56 7.08
H 17.95 11.50 7.90
H 16.66 10.94 6.81
H 16.78 10.25 8.47
H 20.29 11.88 12.12
H 19.76 12.81 13.57
H 21.31 13.22 12.78
H 20.47 13.01 9.85
H 21.41 14.35 10.58
H 19.93 14.73 9.64
H 18.99 15.28 13.28
H 19.01 16.02 11.64
H 20.55 15.65 12.50
H 16.76 7.16 14.48
H 16.54 6.16 12.43
H 14.98 5.58 11.77
H 15.15 5.82 13.54
H 16.46 8.17 10.88
H 14.98 9.19 10.76
H 14.93 7.49 10.21
H 13.12 7.33 13.55
H 12.96 6.99 11.78
H 12.97 8.68 12.37
F 7.60 16.48 14.93
C 8.45 15.46 14.77
C 8.22 14.25 15.41
F 7.14 14.11 16.20
C 9.09 13.18 15.24
F 8.80 12.03 15.85
C 10.23 13.30 14.43
P 11.47 11.99 14.14
C 12.04 11.67 15.83
C 11.35 10.93 16.80
C 11.85 10.77 18.09
C 13.07 11.35 18.44
C 13.78 12.09 17.50
C 13.26 12.25 16.21
C 10.45 10.58 13.59
C 10.71 9.26 13.99
C 9.94 8.20 13.51
C 8.92 8.43 12.59
C 8.67 9.72 12.15
C 9.44 10.79 12.63
C 10.43 14.52 13.76
Br 11.90 14.67 12.59
C 9.55 15.59 13.94
F 9.76 16.75 13.30
H 10.39 10.47 16.56
H 11.30 10.19 18.82
H 13.46 11.22 19.45
H 14.72 12.55 17.77
H 13.84 12.84 15.50
H 11.52 9.04 14.68
H 10.14 7.19 13.85
H 8.33 7.60 12.21
H 7.90 9.91 11.41
H 9.24 11.78 12.23
H 11.82 11.51 12.29
O 14.03 14.91 14.50
C 13.76 14.10 13.86
C 11.95 13.97 8.78
S 12.51 13.37 10.41
C 14.25 13.83 10.08
O 12.01 11.95 10.06
H 12.48 13.48 7.94
H 12.05 15.08 8.74
H 10.85 13.80 8.70
H 14.32 14.75 9.47
H 14.78 12.99 9.58
H 14.74 14.06 11.05
```

=====

Which value of E does entry 3 give?
-2990.7097 a.u.